A 2-piece molecular cluster, C6H12N2 overall at a distorted geometry, computed with ωB97M-V/def2-TZVPD.

The molecular weight comes out at 112.18 g/mol. Its SMILES is Cc1c[nH]cn1.CC. As for the relative energy (zero: lowest compared OMol25 entry of this formula, charge and spin): 29.1 kJ/mol. The calculation puts the HOMO energy at -8.6163 eV. The largest force on an atom comes out at 1.35 eV/Å.

XYZ file:
```
20
Properties=species:S:1:pos:R:3:forces:R:3
C -2.009415 0.780755 -1.419421 0.368 0.319 0.356
C -1.782685 0.250715 -0.041050 -0.147 -0.616 -0.210
C -1.958012 0.827019 1.175961 -0.223 1.071 -0.293
N -1.424589 -0.025095 2.097767 0.791 -0.937 0.386
C -0.937174 -1.084776 1.399040 -0.978 -0.850 -0.381
N -1.200549 -0.988338 0.126248 0.320 0.412 -0.320
H -2.042964 -0.043417 -2.124231 -0.184 0.006 -0.080
H -1.135156 1.387389 -1.651705 0.121 0.025 -0.329
H -2.860619 1.450672 -1.522073 -0.216 -0.219 0.078
H -2.396415 1.786355 1.388724 0.104 -0.012 0.336
H -1.201725 0.075876 3.072967 -0.447 0.486 -0.008
H -0.666635 -2.043022 1.813243 0.447 0.286 0.499
C 2.986896 -0.244215 -0.018199 0.574 0.090 -0.101
C 1.895831 -0.397176 -1.080766 0.320 0.480 0.157
H 2.615703 0.290266 0.857062 -0.102 -0.244 0.101
H 3.457204 -1.178165 0.304303 -0.363 -0.061 -0.022
H 3.824884 0.347444 -0.372270 0.094 0.287 -0.214
H 1.336816 -1.305786 -0.898829 -0.329 0.014 -0.216
H 2.255842 -0.357148 -2.115844 0.188 -0.348 0.280
H 1.242757 0.470645 -0.990922 -0.336 -0.188 -0.017
```
Positions in Å, forces in eV/Å.